A structure of composition C36H39F2N3OS2Tc. Source: OMol25; level of theory: the ωB97M-V functional and the def2-TZVPD basis.

XYZ file:
```
84
Properties=species:S:1:pos:R:3:mulliken_spin:R:1
Tc -0.0486 0.1520 -0.3123 2.34
C 2.2979 2.0231 0.4226 0.04
C 1.2861 2.9784 0.6893 0.00
C 0.3900 3.0051 -0.3974 0.28
C 0.8412 2.0534 -1.3885 0.12
C 2.0685 1.4771 -0.8721 0.15
C 3.1425 0.9297 -1.7426 0.03
C 0.6401 2.2627 -2.8609 0.00
C -0.6833 4.0169 -0.5697 -0.03
C 1.2377 3.9502 1.8096 0.02
C 3.4895 1.7288 1.2547 -0.02
H 3.8492 0.3226 -1.1847 0.00
H 3.6901 1.7802 -2.1589 0.01
H 2.7514 0.3550 -2.5770 0.00
H -0.3555 2.6333 -3.0901 0.00
H 0.8154 1.3540 -3.4329 0.00
H 1.3613 3.0095 -3.1989 0.00
H -1.2650 3.8454 -1.4707 0.00
H -0.2313 5.0088 -0.6509 0.02
H -1.3570 4.0539 0.2864 0.01
H 0.2433 3.9943 2.2496 0.00
H 1.4692 4.9451 1.4260 0.00
H 1.9624 3.7230 2.5830 0.00
H 4.3414 2.3118 0.9013 0.01
H 3.7597 0.6787 1.1753 0.00
H 3.3318 1.9722 2.3016 0.00
F 3.6679 -3.5955 -1.5888 0.00
C 2.5754 -2.9441 -1.9811 0.00
C 2.0620 -1.9548 -1.1535 0.03
C 0.9296 -1.2583 -1.5303 -0.13
C 0.2971 -1.5750 -2.7520 -0.05
C 0.8543 -2.5717 -3.5637 -0.01
F 0.2859 -2.8751 -4.7337 0.00
C 1.9892 -3.2668 -3.1941 0.02
C -0.9162 -0.8169 -3.0052 0.08
C -1.7629 -0.9218 -4.1130 0.00
C -2.9206 -0.1693 -4.1646 0.01
C -3.2086 0.7019 -3.1158 0.00
C -2.3121 0.7894 -2.0751 0.03
N -1.1975 0.0508 -1.9990 -0.03
H 2.5685 -1.7463 -0.2234 0.00
H 2.3989 -4.0359 -3.8285 0.00
H -1.5118 -1.5811 -4.9290 0.00
H -3.5876 -0.2488 -5.0078 0.00
H -4.0966 1.3128 -3.1228 0.00
H -2.4704 1.4950 -1.2645 -0.03
C -2.2753 -3.8940 2.4661 0.00
N -3.0190 -2.7090 2.1074 0.00
C -2.5769 -1.8003 1.2509 0.01
S -1.0723 -2.0340 0.4840 -0.02
N -3.3173 -0.7282 0.9633 -0.01
C -4.6344 -0.4638 1.4968 0.00
H -2.9121 -4.5479 3.0502 0.00
H -1.3938 -3.6323 3.0544 0.00
H -1.9419 -4.4161 1.5695 0.00
H -3.9502 -2.6135 2.4837 0.00
H -2.9275 -0.0761 0.2974 0.03
H -5.2618 -1.3555 1.4637 0.00
H -5.1109 0.2988 0.8900 0.00
H -4.5760 -0.1110 2.5288 0.00
O -0.0992 0.5141 1.8030 0.08
S 0.7602 1.0556 2.9410 0.00
C -0.2527 0.8801 4.4227 0.00
C -0.1103 1.8733 5.3792 0.00
C -0.7691 1.7474 6.5915 0.00
C -1.5611 0.6359 6.8330 0.00
C -1.7140 -0.3391 5.8585 0.00
C -1.0601 -0.2221 4.6435 0.00
C 1.8725 -0.3173 3.3211 -0.02
C 2.7488 -0.2132 4.3891 0.00
C 3.6497 -1.2410 4.6141 0.00
C 3.6631 -2.3572 3.7908 0.00
C 2.7699 -2.4554 2.7377 0.00
C 1.8812 -1.4230 2.4953 0.07
H 0.5113 2.7352 5.1808 0.00
H -0.6494 2.5085 7.3474 0.00
H -2.0615 0.5344 7.7838 0.00
H -2.3351 -1.1998 6.0510 0.00
H -1.1658 -0.9749 3.8755 0.00
H 2.7296 0.6495 5.0382 0.00
H 4.3399 -1.1693 5.4386 0.00
H 4.3654 -3.1542 3.9745 0.00
H 2.7614 -3.3300 2.1076 0.00
H 1.1913 -1.4700 1.6648 -0.04
```

The spin multiplicity is 4. For the orbital gap (alpha / beta), the calculation gives 7.492 / 6.430 eV. Its expectation value of S² is 3.804. The charge is +2. For the HOMO energy (alpha / beta), the calculation gives -13.04 / -13.25 eV.

A structure of composition C3H5NO. Source: OMol25; level of theory: the ωB97M-V functional and the def2-TZVPD basis.

XYZ file:
```
10
Properties=species:S:1:pos:R:3:lowdin_charge:R:1
C -0.2339 -1.0973 -0.7059 -0.04
N -0.4212 -0.0616 0.3057 -0.30
O -0.3381 -0.6603 1.6684 -0.10
C 0.3280 1.0569 0.1750 -0.18
C 0.9827 2.0575 0.0819 0.14
H -1.3109 -0.1663 1.3215 0.19
H -1.0226 -1.8353 -0.5742 0.09
H -0.2888 -0.6467 -1.6959 0.09
H 0.7382 -1.5796 -0.5770 0.10
H 1.5668 2.9327 0.0006 0.02
```

For the orbital gap, the calculation gives 10.009 eV. The calculation puts the energy above the lowest of the compared OMol25 structures with the same formula, charge and spin at 5.683 eV. For the HOMO energy, the calculation gives -9.11 eV.

| no. | strongest force on any atom (eV/Å) |
| --- | --- |
| 1 | 1.6 |
| 2 | 3.6 |